Entry from OMol25: a 11-piece molecular cluster, C36H85NO15 overall (ωB97M-V with the def2-TZVPD basis set).

XYZ file:
```
137
Properties=species:S:1:pos:R:3:forces:R:3
C 3.088094 -2.137438 -0.637697 -0.823 0.152 -0.358
C 2.736876 -0.678029 -0.675770 0.437 0.115 0.821
O 3.229589 0.158025 0.058816 -0.294 -0.216 -0.701
O 1.782277 -0.410919 -1.586415 0.576 0.216 0.175
C 1.393935 0.964578 -1.690199 -0.523 0.394 -0.435
C 0.251845 1.273662 -0.750786 -0.447 -0.186 -0.409
C -0.316315 2.685641 -0.949589 0.301 -0.153 0.662
C -1.837078 2.693367 -0.834012 0.389 0.104 -0.454
C -2.310707 2.134890 0.504533 0.285 0.112 -0.046
C -3.696555 2.664932 0.985205 0.636 -0.792 -0.201
C -4.551467 1.477056 1.240281 -0.536 0.180 -0.327
C -5.433680 0.874094 0.421660 0.792 -0.233 0.552
C -6.004509 1.385187 -0.851598 -1.351 0.389 0.407
C -7.011826 0.498740 -1.610173 0.812 0.115 0.098
C -8.182676 -0.008439 -0.767219 -0.343 -0.447 -0.139
C -8.296848 -1.533847 -0.571507 -0.313 -0.457 0.104
N -7.747086 -2.317265 -1.675452 0.065 0.411 -0.016
C -5.521631 -0.500095 0.997947 1.421 -0.945 -1.134
O -5.470930 -1.513186 0.356677 -0.896 0.301 0.585
O -5.179065 -0.490530 2.350079 -0.041 0.458 -0.349
C -4.664728 0.786774 2.545316 -1.384 0.669 0.332
O -4.692864 1.324336 3.611255 0.878 -0.399 0.211
H 2.303022 -2.680073 -1.157720 0.133 -0.233 -0.130
H 4.034701 -2.326531 -1.132121 0.167 -0.015 0.075
H 3.103955 -2.479652 0.388247 0.243 0.061 0.145
H 1.007112 1.076225 -2.703298 0.063 -0.138 -0.132
H 2.235004 1.647901 -1.606294 0.238 -0.156 0.326
H 0.502162 1.060316 0.285581 0.163 0.078 0.092
H -0.540057 0.573057 -1.033967 0.005 -0.189 0.102
H 0.087167 3.336235 -0.174666 0.060 0.206 -0.077
H 0.003825 3.093617 -1.907840 -0.071 0.019 -0.144
H -2.192679 2.070986 -1.660522 -0.373 0.018 0.016
H -2.191206 3.708194 -1.014257 -0.103 0.092 0.175
H -2.312291 1.049406 0.411265 -0.195 -0.126 0.126
H -1.550740 2.340600 1.259611 -0.035 0.203 0.105
H -3.527484 3.235798 1.891126 -0.326 0.254 0.061
H -4.109935 3.270517 0.185973 -0.248 0.253 0.126
H -6.637094 2.204790 -0.487161 0.190 0.252 0.037
H -5.274362 1.877278 -1.487778 0.293 -0.339 -0.170
H -6.476348 -0.314155 -2.091109 -0.211 -0.267 -0.036
H -7.429578 1.126550 -2.393770 0.149 0.044 -0.203
H -9.109242 0.274954 -1.267183 -0.013 0.225 -0.079
H -8.234796 0.475089 0.209438 0.130 0.112 0.088
H -9.355602 -1.781759 -0.442091 -0.137 0.204 0.032
H -7.856872 -1.868543 0.362486 0.374 0.097 -0.056
H -7.330936 -3.177207 -1.363658 0.007 -0.144 0.024
H -8.451489 -2.503991 -2.370667 -0.016 -0.195 -0.084
C 5.123971 -5.837049 1.970651 -0.078 0.082 -0.117
C 4.160186 -4.977733 1.173864 0.010 -0.451 -0.067
O 4.388615 -5.113512 -0.231688 0.019 0.283 0.121
H 6.152556 -5.563322 1.748488 0.026 0.046 0.079
H 4.959744 -5.722587 3.042469 0.018 -0.046 0.014
H 5.005018 -6.892331 1.714617 -0.059 -0.018 0.089
H 4.296465 -3.925997 1.418569 0.042 0.030 -0.078
H 3.121344 -5.249284 1.392784 -0.004 0.107 0.091
H 4.254950 -6.039946 -0.446920 -0.016 -0.054 -0.089
C -0.793100 -2.541208 0.393361 0.039 0.027 -0.043
C -0.626541 -3.881670 -0.299700 -0.173 0.031 0.338
O -0.212562 -4.884202 0.627174 0.190 -0.019 -0.218
H 0.144463 -2.242917 0.865745 0.024 0.021 -0.054
H -1.092789 -1.765814 -0.314639 -0.006 0.006 0.021
H -1.550175 -2.603829 1.178859 -0.065 0.014 -0.056
H 0.141784 -3.821851 -1.069790 0.057 -0.108 0.031
H -1.562298 -4.192833 -0.776567 0.014 0.092 -0.094
H -0.889891 -4.951484 1.305121 -0.040 -0.016 0.058
C 5.204707 3.469609 -1.883458 0.032 0.004 0.024
C 5.508209 2.076804 -2.405407 -0.160 -0.056 0.245
O 6.000061 1.223343 -1.380750 0.025 0.082 -0.061
H 6.100021 3.913268 -1.447233 0.023 0.006 -0.035
H 4.843550 4.120227 -2.682040 -0.017 -0.002 0.006
H 4.443726 3.428223 -1.100326 -0.047 -0.005 -0.041
H 6.278453 2.115493 -3.174726 0.021 -0.052 -0.006
H 4.606597 1.633530 -2.847071 0.018 0.054 -0.113
H 5.317177 1.164974 -0.701249 -0.034 -0.145 0.032
C 6.345048 -6.624906 5.961039 -0.029 -0.011 -0.035
C 7.128132 -7.738209 5.286389 0.147 0.236 -0.128
O 7.399971 -7.442076 3.923995 -0.074 -0.128 0.334
H 5.404352 -6.453024 5.437541 -0.025 -0.036 0.013
H 6.126912 -6.869463 7.002214 0.013 0.017 0.003
H 6.908428 -5.688705 5.937523 0.029 -0.013 0.052
H 6.555829 -8.665415 5.298598 0.024 -0.029 -0.034
H 8.071016 -7.913447 5.818595 -0.068 -0.082 0.098
H 7.917996 -6.626099 3.883176 -0.133 -0.163 -0.353
C -0.700927 -2.914730 -4.287691 -0.016 0.045 -0.101
C -0.913430 -1.605673 -3.554524 -0.222 -0.075 -0.144
O -1.283145 -0.552091 -4.446379 0.198 0.073 0.130
H 0.075367 -2.795985 -5.043061 0.074 -0.053 0.055
H -0.398192 -3.704954 -3.599607 0.014 -0.013 -0.025
H -1.614114 -3.229811 -4.799974 -0.040 -0.020 0.087
H 0.010859 -1.296133 -3.069906 -0.012 0.091 0.019
H -1.688016 -1.712827 -2.785621 0.080 -0.046 0.075
H -2.104100 -0.807324 -4.875112 -0.055 -0.003 -0.047
C 3.163577 -1.493182 -5.740743 -0.077 -0.062 -0.003
C 3.349023 -2.146361 -4.383348 0.110 -0.133 -0.165
O 2.859796 -3.486216 -4.366262 -0.145 0.141 0.106
H 2.109435 -1.491806 -6.020767 -0.016 0.049 0.034
H 3.524509 -0.463535 -5.733099 0.016 -0.004 -0.005
H 3.708045 -2.043454 -6.512200 0.060 0.042 0.009
H 2.790129 -1.605160 -3.620991 -0.023 -0.059 0.026
H 4.407120 -2.142727 -4.098993 -0.009 0.107 0.049
H 3.349000 -3.989448 -5.022088 0.041 -0.054 -0.029
C -8.160619 4.980026 2.534690 0.072 -0.014 -0.028
C -8.558262 3.826127 1.633538 0.028 -0.070 0.260
O -7.604958 2.766141 1.683234 -0.046 0.068 -0.117
H -7.180119 5.362743 2.249606 -0.009 0.017 -0.037
H -8.886045 5.792530 2.475042 -0.010 -0.008 0.015
H -8.094258 4.652416 3.574346 -0.064 0.014 0.012
H -8.605815 4.150141 0.594452 0.020 -0.067 -0.034
H -9.543947 3.442220 1.916274 -0.048 0.074 -0.071
H -7.554844 2.455403 2.592770 0.076 -0.019 0.047
C 0.277848 5.859678 3.016567 -0.036 -0.061 -0.012
C 0.658864 5.778528 1.549083 -0.231 0.157 0.022
O -0.479508 5.587708 0.717905 0.113 -0.113 0.195
H -0.241950 4.951241 3.323615 0.037 -0.028 0.002
H 1.158923 5.988906 3.647075 -0.007 0.016 0.005
H -0.397980 6.700189 3.192130 0.053 0.045 0.007
H 1.320392 4.929611 1.375067 0.002 -0.004 -0.057
H 1.184667 6.689834 1.242661 0.112 -0.050 0.035
H -1.073765 6.337946 0.845507 -0.029 0.008 -0.317
C -3.428096 9.688464 -0.373201 0.078 -0.032 0.068
C -3.164497 8.323414 -0.979889 -0.116 0.059 0.151
O -2.657966 7.403466 -0.012097 0.036 0.016 0.063
H -2.513974 10.093845 0.060967 0.021 0.015 -0.045
H -3.798127 10.386007 -1.125272 -0.019 -0.004 0.002
H -4.169066 9.619774 0.426830 -0.057 0.012 -0.049
H -2.412773 8.390449 -1.763648 0.039 -0.080 0.010
H -4.081024 7.916002 -1.417454 0.030 0.026 -0.091
H -3.317087 7.319480 0.683335 -0.065 -0.017 0.022
C 9.266962 -3.056079 2.260756 -0.100 -0.022 0.004
C 9.364733 -4.375385 3.002384 0.059 0.037 -0.321
O 8.514171 -5.369717 2.425135 0.189 0.314 0.279
H 8.238650 -2.694606 2.262203 -0.001 0.014 0.040
H 9.905251 -2.300048 2.719394 0.017 -0.004 -0.013
H 9.569975 -3.176521 1.218411 0.069 0.014 0.014
H 9.044099 -4.256024 4.037313 -0.034 -0.066 0.007
H 10.397679 -4.738245 3.003353 0.014 0.042 0.103
H 8.789427 -5.496861 1.513171 -0.041 -0.118 -0.065
```
Positions in Å, forces in eV/Å.

Computed properties:
Highest occupied orbital energy: -8.9 eV
2S+1: 1
E: -2605.923975 Ha
Lowest unoccupied orbital energy: 0.000 Ha